1.
This record from OMol25 describes a 3-piece molecular cluster, C5H14O3 overall in a non-equilibrium geometry. The level of theory is ωB97M-V/def2-TZVPD.

CARTESIAN COORDINATES (ANGSTROEM)
O  0.82  3.46  -0.56
C  1.45  2.86  0.26
C  2.30  1.64  0.03
C  1.80  0.48  0.91
C  1.26  -0.69  0.06
C  2.41  -1.49  -0.53
H  1.34  3.25  1.30
H  3.33  1.88  0.26
H  2.27  1.45  -1.04
H  1.02  0.77  1.61
H  2.63  0.15  1.52
H  0.75  -0.24  -0.79
H  0.58  -1.31  0.63
H  3.14  -0.79  -0.95
H  2.08  -2.14  -1.34
H  2.86  -2.15  0.23
H  -3.78  -0.95  -0.49
H  -2.69  -1.40  -1.49
O  -3.47  -1.70  -1.00
H  -6.11  -0.63  0.82
H  -6.99  -1.49  -0.12
O  -7.01  -0.95  0.69

**Highest occupied orbital energy (alpha / beta)**: -13.20 / -13.20 eV
**E_LUMO (alpha / beta)**: -6.0 / -9.9 eV
**Strongest force on any atom**: 1.14 eV Å⁻¹
**Net charge**: +1
**2S+1**: 2
**Orbital gap (alpha / beta)**: 7.151 / 3.275 eV


2.
This record from OMol25 describes a 2-piece molecular cluster, C5H14OS2 overall in a non-equilibrium geometry. The level of theory is ωB97M-V/def2-TZVPD.

CARTESIAN COORDINATES (ANGSTROEM)
C  -0.07  1.89  1.61
C  -0.73  0.99  0.54
C  -0.15  1.13  -0.84
S  0.09  -0.47  -1.75
S  -0.51  -2.09  -0.59
C  0.90  -2.97  0.00
C  2.18  -2.18  0.09
H  0.27  2.82  1.06
H  -0.82  2.18  2.30
H  0.84  1.32  2.03
H  -0.79  -0.06  0.96
H  -1.92  1.09  0.55
H  0.81  1.49  -0.78
H  -0.66  1.81  -1.44
H  1.04  -3.83  -0.56
H  0.57  -3.28  1.06
H  1.95  -1.07  0.42
H  2.97  -2.44  0.87
H  2.62  -1.97  -0.88
O  -3.23  1.99  -1.39
H  -2.85  1.13  -1.91
H  -2.51  2.50  -1.35

**Highest occupied orbital energy**: -8.72 eV
**E_LUMO**: 0.6 eV
**Strongest force on any atom**: 7.01 eV Å⁻¹
**Net charge**: 0
**Orbital gap**: 9.314 eV


3.
This record from OMol25 describes a 2-piece molecular cluster, C5H14S overall in a non-equilibrium geometry. The level of theory is ωB97M-V/def2-TZVPD.

CARTESIAN COORDINATES (ANGSTROEM)
C  1.56  1.01  -2.59
C  0.11  1.21  -2.17
S  -0.35  0.47  -0.59
C  0.25  1.66  0.61
H  1.98  0.06  -2.26
H  2.28  1.81  -2.40
H  1.60  0.89  -3.69
H  -0.17  2.26  -2.20
H  -0.59  0.72  -2.84
H  -0.39  1.63  1.50
H  1.25  1.50  1.00
H  0.17  2.72  0.35
C  -0.37  -1.97  3.08
C  -1.04  -2.72  1.93
H  -0.83  -1.96  4.07
H  0.59  -2.49  3.26
H  0.09  -1.00  2.88
H  -2.11  -2.52  2.00
H  -0.59  -2.46  0.98
H  -1.04  -3.80  2.08

**Highest occupied orbital energy**: -8.54 eV
**E_LUMO**: 1.0 eV
**Strongest force on any atom**: 2.91 eV Å⁻¹
**Net charge**: 0
**Orbital gap**: 9.580 eV


4.
This record from OMol25 describes a 2-piece molecular cluster, C5H14S overall in a non-equilibrium geometry. The level of theory is ωB97M-V/def2-TZVPD.

CARTESIAN COORDINATES (ANGSTROEM)
C  1.55  -2.02  -2.58
C  1.26  -1.03  -1.43
C  -0.14  -1.33  -0.87
H  1.18  -2.96  -2.20
H  2.60  -2.11  -2.70
H  1.24  -1.69  -3.58
H  1.32  0.01  -1.90
H  1.95  -1.04  -0.66
H  -0.32  -0.60  -0.20
H  -0.91  -1.28  -1.70
H  -0.28  -2.30  -0.50
C  -0.28  1.41  2.99
S  -0.06  2.20  1.24
C  -1.84  2.32  0.92
H  0.07  1.84  3.97
H  0.25  0.35  2.88
H  -1.30  1.23  3.40
H  -2.03  3.38  0.53
H  -2.02  1.40  0.45
H  -2.25  2.22  1.94

**Highest occupied orbital energy**: -8.61 eV
**E_LUMO**: 1.0 eV
**Strongest force on any atom**: 4.08 eV Å⁻¹
**Net charge**: 0
**Orbital gap**: 9.582 eV


5.
This record from OMol25 describes a 2-piece molecular cluster, C5H14S overall in a non-equilibrium geometry. The level of theory is ωB97M-V/def2-TZVPD.

CARTESIAN COORDINATES (ANGSTROEM)
C  -2.84  -0.87  -0.19
C  -1.73  0.16  -0.37
S  -1.60  1.55  0.84
C  -0.79  2.91  -0.11
H  -3.75  -0.40  0.27
H  -2.50  -1.84  0.27
H  -3.14  -1.51  -1.00
H  -0.69  -0.35  -0.57
H  -2.09  0.80  -1.25
H  -0.03  3.27  0.55
H  -0.29  2.82  -1.04
H  -1.49  3.68  -0.31
C  2.17  -1.95  0.18
C  2.96  -0.62  0.57
H  2.88  -2.77  0.31
H  1.30  -2.21  0.66
H  1.88  -1.83  -0.84
H  3.85  -0.34  -0.12
H  3.51  -0.78  1.42
H  2.37  0.26  0.73

**Highest occupied orbital energy**: -8.47 eV
**E_LUMO**: 1.0 eV
**Strongest force on any atom**: 3.54 eV Å⁻¹
**Net charge**: 0
**Orbital gap**: 9.452 eV


6.
This record from OMol25 describes a 2-piece molecular cluster, C5H14S overall in a non-equilibrium geometry. The level of theory is ωB97M-V/def2-TZVPD.

CARTESIAN COORDINATES (ANGSTROEM)
C  -0.51  -0.81  -2.20
C  0.49  0.35  -2.42
C  -0.21  1.72  -2.61
H  -0.50  -1.57  -2.98
H  -0.30  -1.29  -1.25
H  -1.53  -0.42  -2.11
H  1.12  0.15  -3.28
H  1.14  0.45  -1.56
H  -1.22  1.61  -3.00
H  0.33  2.37  -3.31
H  -0.20  2.25  -1.67
C  0.02  -0.04  4.22
S  1.32  -0.54  3.09
C  0.37  -1.05  1.67
H  0.27  0.90  4.71
H  -0.95  0.12  3.74
H  -0.17  -0.81  4.97
H  -0.33  -1.85  1.90
H  1.04  -1.34  0.85
H  -0.17  -0.21  1.23

**Highest occupied orbital energy**: -8.48 eV
**E_LUMO**: 1.0 eV
**Strongest force on any atom**: 1.03 eV Å⁻¹
**Net charge**: 0
**Orbital gap**: 9.486 eV


7.
This record from OMol25 describes a 2-piece molecular cluster, C5H14S overall in a non-equilibrium geometry. The level of theory is ωB97M-V/def2-TZVPD.

CARTESIAN COORDINATES (ANGSTROEM)
C  1.99  1.61  -0.15
C  1.37  1.91  -1.51
S  0.43  0.55  -2.31
C  1.05  -1.03  -1.65
H  1.56  0.72  0.30
H  1.66  2.41  0.53
H  3.07  1.61  0.00
H  0.84  2.82  -1.59
H  2.13  2.11  -2.27
H  1.61  -0.96  -0.72
H  0.18  -1.65  -1.46
H  1.71  -1.48  -2.39
C  -2.45  -0.34  1.66
C  -1.93  -1.79  1.64
H  -3.47  -0.36  1.27
H  -2.34  0.02  2.67
H  -2.08  0.34  0.88
H  -0.93  -1.91  1.23
H  -2.70  -2.44  1.23
H  -1.72  -2.16  2.64

**Highest occupied orbital energy**: -8.27 eV
**E_LUMO**: 0.9 eV
**Strongest force on any atom**: 2.89 eV Å⁻¹
**Net charge**: 0
**Orbital gap**: 9.216 eV


8.
This record from OMol25 describes a 2-piece molecular cluster, C5H14S overall in a non-equilibrium geometry. The level of theory is ωB97M-V/def2-TZVPD.

CARTESIAN COORDINATES (ANGSTROEM)
C  -1.01  0.63  -2.10
C  -1.50  -0.79  -2.20
S  -1.04  -1.96  -0.89
C  0.69  -1.98  -0.82
H  -0.40  0.74  -1.25
H  -1.95  1.26  -1.96
H  -0.59  0.90  -3.01
H  -2.51  -0.86  -2.25
H  -1.32  -1.27  -3.21
H  1.23  -2.20  0.12
H  1.36  -2.45  -1.62
H  1.11  -1.02  -1.02
C  0.18  1.63  2.17
C  1.40  0.68  2.77
H  -0.72  0.87  2.43
H  0.08  2.55  2.86
H  0.25  1.84  1.19
H  1.21  -0.41  2.55
H  1.19  0.74  3.92
H  2.35  1.10  2.32

**Highest occupied orbital energy**: -8.43 eV
**E_LUMO**: 0.9 eV
**Strongest force on any atom**: 7.52 eV Å⁻¹
**Net charge**: 0
**Orbital gap**: 9.355 eV


Respective ΔE to the lowest compared entry with this formula, charge and spin values: 0.6177, 2.0097, 0.6924, 2.0400, 1.8905, 0.5026, 1.1223, 2.2727 eV.